1.
Here is a molecular structure, C52H45F3GeN3NiSb from the OMol25 dataset. Energies are from ωB97M-V/def2-TZVPD.

## Properties
HOMO-LUMO gap (spin up / spin down) in eV: 7.82 / 4.74
HOMO level (spin up / spin down) in eV: -13.04 / -13.18
⟨S²⟩: 2.0334
LUMO (spin up / spin down) in eV: -5.224 / -8.437

ORCA input file:
```
! RIJCOSX wB97M-V def2-TZVPD def2/J DEFGRID3
* xyz 2 3
Sb 2.962 0.686 -0.462
Ge -1.303 1.374 -0.161
Ni 0.579 -0.320 -0.538
F 5.657 1.805 4.996
F 2.783 6.019 -3.627
F 7.729 -2.237 -3.139
N -1.585 -1.884 1.237
N -1.017 -1.602 -1.038
N -2.209 -3.468 -0.270
C -1.278 -1.413 -4.672
C -1.216 -2.394 3.920
C 3.341 2.559 -2.833
C 0.616 0.894 3.463
C -1.630 -2.287 -0.022
C 3.685 0.238 2.437
C -3.184 0.896 -0.074
C -0.710 -1.419 -3.418
C 2.466 4.894 -1.601
C 2.520 3.706 -0.887
C 4.580 -0.329 -1.354
C 6.920 -0.922 -1.381
C -1.886 -5.514 0.979
C 2.846 4.882 -2.929
C -1.558 -1.637 -2.277
C 5.458 -1.686 -3.155
C -1.322 3.865 1.381
C -3.418 -6.176 2.694
C 3.816 1.161 1.400
C -1.271 5.243 1.514
C 4.600 2.297 1.595
C -3.490 -1.793 -3.753
C -0.699 5.451 -0.814
C -5.960 0.608 0.084
C -4.708 -2.925 1.228
C -2.269 -6.420 1.949
C 4.308 0.444 3.657
C -5.346 0.750 -1.153
C -2.661 -4.378 0.753
C 4.398 -1.041 -2.539
C 5.223 2.525 2.813
C -2.964 -1.817 -2.494
C -0.743 4.068 -0.945
C 0.066 -0.242 4.032
C -0.670 -1.145 3.278
C 6.703 -1.614 -2.558
C 2.964 2.532 -1.491
C -1.052 3.263 0.150
C 0.386 1.158 2.129
C 5.849 -0.277 -0.782
C -3.967 0.904 -1.228
C -0.390 0.314 1.313
C 5.061 1.593 3.821
C -5.194 0.620 1.243
C -0.877 -0.856 1.922
C -3.828 -4.119 1.470
C -2.647 -1.598 -4.856
C -0.962 6.037 0.415
C 0.769 -1.307 -3.260
C -4.178 -5.045 2.455
C -3.816 0.759 1.163
C 3.285 3.734 -3.564
H -0.640 -1.275 -5.537
H 1.212 1.575 4.058
H 6.017 0.268 0.139
H 0.790 2.067 1.702
H -0.934 7.114 0.519
H -5.944 0.768 -2.056
H 4.744 3.011 0.796
H -4.377 -2.301 0.400
H -0.462 6.067 -1.672
H -0.801 -3.305 3.476
H 7.914 -0.893 -0.952
H 2.133 5.818 -1.144
H 1.021 -0.657 -2.422
H -2.309 -2.451 3.853
H 4.228 -0.263 4.471
H -3.059 -1.584 -5.857
H -7.037 0.509 0.146
H -5.675 0.537 2.210
H -4.755 -2.286 2.112
H -5.727 -3.248 1.014
H -3.236 0.782 2.081
H 5.338 -2.238 -4.078
H -3.726 -6.878 3.458
H 1.225 -2.278 -3.059
H -1.577 3.261 2.246
H -0.754 1.087 -1.599
H -3.619 -1.897 -1.638
H 3.421 -1.097 -3.005
H -1.478 5.703 2.473
H 3.586 3.780 -4.602
H 1.226 -0.875 -4.148
H -0.966 -2.412 4.978
H -4.557 -1.897 -3.897
H 0.220 -0.448 5.085
H -0.988 -5.678 0.394
H 3.717 1.664 -3.319
H -1.986 -2.569 1.869
H -1.678 -7.308 2.127
H -5.082 -4.875 3.030
H 2.204 3.714 0.150
H -0.522 3.624 -1.910
H 3.091 -0.661 2.303
H 5.834 3.401 2.986
H -2.082 -3.841 -1.197
H -3.507 1.056 -2.200
*
```

***

2.
Here is a molecular structure, C52H45N2OP3S2W from the OMol25 dataset. Energies are from ωB97M-V/def2-TZVPD.

## Properties
HOMO-LUMO gap in eV: 6.35
HOMO level in eV: -13.05
LUMO in eV: -6.700

ORCA input file:
```
! RIJCOSX wB97M-V def2-TZVPD def2/J DEFGRID3
* xyz 2 1
W -0.490 -0.163 0.334
S -0.037 -2.001 1.889
S 0.936 1.606 -0.393
P -2.478 1.086 -0.683
P 1.584 -2.397 0.699
P 2.129 0.107 -1.153
O -0.672 -2.802 -1.727
N -0.933 0.692 1.806
N -1.446 -1.645 -1.624
C -6.285 0.360 1.777
C 2.829 1.106 -5.069
C 4.841 -0.222 -1.485
C 3.094 -2.159 1.628
C 6.169 0.025 -1.184
C 2.610 -6.236 -0.280
C 1.512 -4.139 0.231
C 0.849 -0.144 -3.585
C 3.831 0.364 -0.712
C -2.010 2.825 -0.772
C 1.219 -1.197 -0.509
C 0.880 2.798 2.631
C 2.680 -4.893 0.052
C -4.355 -0.443 0.599
C 4.156 -1.670 3.741
C -1.646 3.373 -2.000
C 4.351 -2.354 1.051
C -1.393 4.879 0.322
C -0.514 2.894 4.704
C -1.168 4.673 -2.064
C 0.672 0.060 -4.941
C -5.095 1.357 -3.744
C 0.213 -6.123 -0.225
C -4.645 1.922 0.952
C -1.518 2.414 5.538
C 0.277 -4.779 0.104
C -2.049 0.681 3.942
C 3.004 -1.811 2.978
C -1.865 3.576 0.395
C 1.376 -6.851 -0.425
C -3.341 0.686 -2.225
C -3.310 -0.570 -2.827
C -2.382 -1.661 -2.495
C 1.666 0.684 -5.688
C -1.045 5.428 -0.904
C 3.011 0.902 -3.705
C 5.397 -1.882 3.163
C -5.548 -0.695 1.255
C -0.260 2.300 3.479
C 2.027 0.259 -2.954
C 5.494 -2.222 1.819
C -4.172 -0.846 -3.885
C 4.164 1.164 0.379
C -5.062 0.110 -4.347
C -1.076 1.228 3.097
C 6.495 0.832 -0.100
C -5.830 1.662 1.630
C -4.245 1.640 -2.684
C 5.498 1.389 0.688
C -2.256 1.306 5.168
C -3.895 0.865 0.444
C -2.814 -0.580 3.654
H 3.602 1.601 -5.642
H 6.950 -0.409 -1.795
H -0.239 -0.272 -5.422
H -1.297 5.465 1.227
H -2.689 -0.947 2.639
H 0.215 -2.470 -1.417
H -0.678 6.444 -0.958
H -6.410 2.486 2.026
H 0.098 3.730 5.016
H -5.724 -0.119 -5.172
H 4.446 -2.617 0.008
H 3.655 -4.457 0.190
H 0.073 -0.637 -3.018
H 3.386 1.623 0.976
H -2.481 -1.364 4.338
H 7.534 1.027 0.132
H -1.730 2.792 -2.911
H -4.331 2.946 0.809
H 1.524 3.441 3.226
H 3.522 -6.804 -0.410
H 6.294 -1.788 3.762
H 4.596 -0.854 -2.330
H -1.706 2.897 6.488
H -0.751 -6.606 -0.315
H -4.303 2.612 -2.211
H 0.539 3.373 1.767
H -5.902 -1.712 1.358
H -3.004 0.899 5.838
H 1.530 0.842 -6.750
H 5.757 2.014 1.532
H -4.135 -1.823 -4.351
H 1.321 -7.902 -0.678
H 3.916 1.267 -3.245
H -0.643 -4.238 0.283
H -5.788 2.112 -4.090
H -2.424 -2.539 -3.134
H -2.114 3.155 1.361
H -3.880 -0.431 3.823
H 6.464 -2.389 1.371
H -7.219 0.167 2.288
H 2.038 -1.659 3.438
H -3.806 -1.281 0.178
H -0.891 5.097 -3.019
H 4.079 -1.407 4.787
H 1.483 1.971 2.248
*
```

***

3.
Here is a molecular structure, C52H46AsGeN3O4S2Tc from the OMol25 dataset. Energies are from ωB97M-V/def2-TZVPD.

## Properties
HOMO-LUMO gap (spin up / spin down) in eV: 7.34 / 5.97
HOMO level (spin up / spin down) in eV: -12.88 / -12.88
⟨S²⟩: 0.7734
LUMO (spin up / spin down) in eV: -5.547 / -6.916

ORCA input file:
```
! RIJCOSX wB97M-V def2-TZVPD def2/J DEFGRID3
* xyz 2 2
Tc 1.074 1.537 0.161
As -0.994 2.788 -0.514
Ge -1.729 -1.908 -0.278
S 0.413 -0.934 -0.691
S 2.026 3.610 -0.091
O 9.620 2.586 -0.933
O 10.151 0.530 -0.485
O 2.955 0.972 -0.208
O 3.538 -0.478 1.448
N 2.487 -2.176 0.353
N 9.347 1.445 -0.591
N 1.216 -3.431 -1.166
C 0.005 -4.318 2.641
C 1.497 -2.340 -0.476
C -2.686 -0.617 0.716
C -4.393 -1.896 -3.416
C 7.898 1.145 -0.277
C -1.302 -3.412 0.802
C -2.066 -4.626 0.737
C 6.241 -0.356 0.517
C -3.783 -1.826 -2.164
C -0.324 -3.258 1.751
C 0.286 0.301 3.893
C -3.142 -4.827 -0.181
C -0.691 -5.492 2.580
C -0.960 2.408 -5.176
C -2.816 2.757 0.036
C -0.494 3.708 -3.199
C 5.634 1.851 -0.242
C -3.626 -2.159 -4.548
C 1.209 6.176 0.333
C 1.955 -4.715 -1.255
C -1.634 -2.242 -3.187
C -1.490 1.514 -3.009
C -1.089 6.916 0.207
C -5.145 2.985 -0.445
C 0.029 2.740 5.246
C 0.261 7.195 0.392
C 0.358 1.523 3.209
C 3.495 -3.152 0.833
C -2.247 -2.327 -4.434
C 0.228 2.746 3.882
C -3.832 2.864 -0.895
C -0.549 4.603 -0.110
C -1.758 -5.667 1.652
C -0.046 1.526 5.929
C -5.422 3.001 0.917
C -2.397 -2.009 -2.041
C 0.630 1.526 1.815
C -3.873 -5.977 -0.164
C -1.498 5.615 -0.044
C 3.851 0.317 0.576
C 5.275 0.614 0.272
C 0.082 0.309 5.258
C -1.011 2.683 -2.423
C -0.472 3.568 -4.582
C 6.966 2.128 -0.509
C -2.542 -6.859 1.641
C -3.081 2.767 1.402
C -1.475 1.380 -4.390
C -3.574 -7.008 0.764
C 0.795 4.872 0.088
C -4.387 2.891 1.845
C 7.573 -0.095 0.229
H -1.894 0.715 -2.404
H -4.692 -6.108 -0.866
H -2.009 -0.116 1.404
H 3.043 -4.116 1.041
H 0.202 -2.312 1.849
H -3.619 2.861 -1.950
H -3.141 0.111 0.055
H -4.175 -7.913 0.775
H 2.589 -1.254 0.730
H -4.398 -1.632 -1.286
H -4.602 2.906 2.910
H 3.023 -4.555 -1.234
H 0.799 -4.185 3.374
H -2.308 -7.644 2.358
H 4.876 2.606 -0.418
H -6.446 3.106 1.262
H 2.267 6.392 0.483
H -0.553 -2.324 -3.151
H -1.825 7.715 0.255
H 1.701 -5.163 -2.211
H -2.545 5.399 -0.205
H -3.471 -1.122 1.290
H -5.951 3.077 -1.166
H 0.391 -3.383 -1.710
H 1.662 -5.399 -0.460
H 0.404 -0.632 3.346
H 0.028 -0.627 5.805
H -0.122 4.609 -2.742
H 8.352 -0.825 0.399
H -1.862 0.476 -4.850
H -4.104 -2.233 -5.525
H -0.064 3.679 5.784
H -0.451 -6.311 3.260
H 0.585 8.216 0.585
H 5.946 -1.312 0.937
H -1.646 -2.523 -5.319
H -2.275 2.680 2.118
H -5.467 -1.748 -3.505
H 4.313 -3.267 0.127
H -0.939 2.305 -6.256
H 3.894 -2.750 1.758
H 7.285 3.088 -0.892
H -0.204 1.529 7.005
H 0.299 3.680 3.327
H -3.394 -4.054 -0.896
H -0.068 4.366 -5.195
*
```

***

The following E values (in eV) correspond, in order, to the records above: -171359.52133; -111032.57934; -208539.13986.